Record 1
16
Properties=species:S:1:pos:R:3 method="wB97M-V/def2-TZVPD" fmax_ha_per_bohr=0.083 e_above_lowest_kj_mol=221.1 charge=-2
C -0.135 -0.186 0.633
O 0.278 -1.133 1.594
C 0.269 -0.704 -0.738
C 0.474 0.544 -1.607
S -0.821 1.842 -1.880
N -0.924 -1.484 -1.240
H 0.464 0.700 0.837
H -1.200 0.017 0.668
H 1.154 -1.351 -0.356
H 1.465 0.914 -1.051
H 0.953 0.209 -2.614
H -1.044 -1.544 -2.350
H -1.688 -1.094 -0.696
H 0.951 -0.891 2.233
H 0.865 -0.647 3.765
O 1.477 -0.532 4.481

***

Record 2
156
Properties=species:S:1:pos:R:3 method="wB97M-V/def2-TZVPD" fmax_ha_per_bohr=0.120
C 10.533 -7.299 -20.176
O 9.753 -8.070 -21.141
C 8.558 -8.400 -20.836
O 7.863 -7.892 -19.900
O 8.260 -9.353 -21.690
C 7.037 -10.015 -21.741
H 10.110 -6.327 -19.924
H 11.391 -7.040 -20.796
H 10.831 -7.900 -19.317
H 6.526 -9.836 -20.795
H 7.132 -11.100 -21.772
H 6.299 -9.724 -22.488
C 15.634 -5.873 -17.657
O 14.592 -5.226 -16.868
C 14.873 -4.218 -15.988
O 15.971 -3.667 -15.905
O 13.771 -3.889 -15.265
C 13.830 -2.920 -14.183
H 16.144 -5.063 -18.179
H 15.198 -6.570 -18.373
H 16.349 -6.418 -17.040
H 14.823 -2.560 -13.913
H 13.508 -3.420 -13.270
H 13.086 -2.152 -14.394
C 10.312 -12.456 -18.111
O 10.466 -11.490 -19.200
C 11.608 -11.591 -19.959
O 12.587 -12.291 -19.645
O 11.514 -10.737 -20.945
C 12.672 -10.527 -21.787
H 9.260 -12.619 -17.875
H 10.877 -12.232 -17.206
H 10.567 -13.458 -18.456
H 12.233 -10.397 -22.776
H 13.461 -11.265 -21.642
H 13.021 -9.517 -21.572
C 14.659 -3.713 -20.960
C 13.447 -3.012 -21.583
O 13.782 -2.842 -22.967
C 15.101 -3.216 -23.139
O 15.718 -3.247 -24.219
O 15.663 -3.593 -21.940
F 13.402 -1.860 -20.862
H 14.453 -4.745 -20.673
H 15.091 -3.256 -20.070
H 12.502 -3.529 -21.416
C 15.939 -3.849 -8.928
C 16.985 -3.567 -9.970
O 16.336 -3.620 -11.196
C 15.224 -4.268 -11.047
O 14.471 -4.663 -11.922
O 14.917 -4.466 -9.729
F 17.847 -4.483 -9.911
H 15.417 -2.946 -8.612
H 16.294 -4.334 -8.019
H 17.562 -2.657 -9.809
C 18.311 -0.577 -19.424
C 17.683 -0.207 -20.835
O 16.528 0.461 -20.487
C 16.293 0.333 -19.162
O 15.350 0.926 -18.598
O 17.231 -0.503 -18.557
F 17.378 -1.307 -21.499
H 19.086 0.105 -19.076
H 18.749 -1.563 -19.577
H 18.338 0.314 -21.533
C 18.160 -2.228 -13.670
C 18.534 -1.148 -14.718
O 19.780 -0.627 -14.236
C 20.281 -1.420 -13.287
O 21.322 -1.362 -12.639
O 19.442 -2.399 -13.004
F 17.588 -0.270 -14.708
H 17.651 -3.041 -14.188
H 17.429 -1.721 -13.041
H 18.637 -1.544 -15.728
C 19.847 -11.452 -12.121
C 20.566 -11.804 -13.373
O 20.629 -10.478 -13.888
C 19.552 -9.832 -13.539
O 19.098 -8.891 -14.199
O 19.006 -10.463 -12.541
F 19.841 -12.610 -14.184
H 20.351 -11.097 -11.223
H 19.299 -12.329 -11.774
H 21.521 -12.308 -13.226
C 15.636 2.071 -15.881
C 14.373 1.212 -15.527
O 13.584 2.198 -14.839
C 14.332 3.298 -14.517
O 13.859 4.318 -13.971
O 15.653 3.225 -14.947
F 14.838 0.209 -14.686
H 15.477 2.424 -16.900
H 16.586 1.539 -15.939
H 13.805 0.761 -16.341
C 10.303 -2.441 -17.189
C 11.565 -1.857 -17.704
O 12.252 -2.880 -18.379
C 11.525 -4.034 -18.335
O 11.858 -5.104 -18.911
O 10.388 -3.806 -17.724
F 12.319 -1.392 -16.630
H 9.428 -1.903 -17.555
H 10.256 -2.444 -16.100
H 11.427 -1.064 -18.439
C 10.218 2.143 -14.574
Cl 8.462 2.064 -14.188
Cl 10.486 1.945 -16.371
H 10.733 3.072 -14.329
H 10.783 1.391 -14.023
C 12.788 -8.495 -16.574
Cl 13.443 -8.685 -18.219
Cl 11.346 -9.439 -16.200
H 13.443 -8.961 -15.838
H 12.681 -7.474 -16.206
C 16.827 -9.288 -17.526
Cl 16.198 -10.611 -18.513
Cl 18.452 -8.575 -17.793
H 16.100 -8.513 -17.768
H 16.786 -9.582 -16.477
C 16.758 -8.380 -21.806
Cl 18.445 -7.922 -22.005
Cl 15.894 -7.308 -20.825
H 16.271 -8.618 -22.752
H 16.562 -9.275 -21.216
C 10.239 -2.274 -9.180
Cl 11.915 -2.851 -8.938
Cl 9.033 -3.621 -8.919
H 10.013 -1.465 -8.485
H 9.986 -1.894 -10.169
C 11.064 -5.500 -13.402
Cl 10.672 -3.841 -13.546
Cl 10.142 -6.431 -14.706
H 12.146 -5.583 -13.502
H 10.857 -5.841 -12.388
C 16.545 -8.186 -12.783
Cl 15.687 -7.729 -14.366
Cl 15.603 -7.701 -11.328
H 16.821 -9.240 -12.799
H 17.448 -7.577 -12.744
C 20.874 -5.938 -15.697
Cl 20.488 -4.131 -15.529
Cl 22.578 -6.253 -15.307
H 20.278 -6.407 -14.914
H 20.503 -6.242 -16.676
C 20.583 -6.100 -20.175
Cl 21.486 -4.759 -19.434
Cl 21.755 -7.308 -20.729
H 19.835 -6.433 -19.456
H 20.164 -5.616 -21.057
C 12.526 0.731 -11.028
Cl 12.791 1.321 -9.404
Cl 13.865 -0.330 -11.419
H 11.687 0.039 -11.099
H 12.503 1.532 -11.767

***

Record 3
20
Properties=species:S:1:pos:R:3 method="wB97M-V/def2-TZVPD" fmax_ha_per_bohr=0.084 e_above_lowest_kj_mol=322.5
C -2.450 -1.272 0.637
C -1.796 -1.267 -0.707
C -1.444 -0.144 0.278
C 2.050 -0.431 -0.500
C 1.650 1.817 0.227
C 0.966 0.654 -0.373
N -0.267 0.011 0.861
Cl -2.415 1.536 -0.116
H -3.549 -1.030 0.827
H -2.015 -2.050 1.158
H -0.950 -1.882 -0.806
H -2.247 -0.921 -1.607
H 1.596 -1.444 -0.753
H 2.755 -0.275 -1.293
H 2.631 -0.559 0.340
H 2.192 1.458 1.107
H 1.032 2.640 0.653
H 2.446 2.001 -0.526
H 0.241 0.842 -1.204
H -0.424 0.315 1.798

***

Record 4
8
Properties=species:S:1:pos:R:3 method="wB97M-V/def2-TZVPD" fmax_ha_per_bohr=0.029 e_above_lowest_kj_mol=177.0
O -2.635 0.205 0.706
C -1.608 -0.004 1.138
C 0.331 0.529 -1.132
O -0.277 1.308 -1.758
C 0.985 -0.371 -0.413
O 1.357 -0.104 0.891
H 0.574 -0.255 1.445
H 1.274 -1.308 -0.878

***

| no. | calculated total energy (a.u.) | LUMO level (eV) |
| --- | --- | --- |
| 1 | -722.997854 | 5.75 |
| 2 | -13719.594581 | 0.01 |
| 3 | -750.650089 | 0.93 |
| 4 | -341.169390 | 0.48 |